1.
67
Properties=species:S:1:pos:R:3:lowdin_charge:R:1 method="wB97M-V/def2-TZVPD" de_lowest_kcal_mol=23.3 e_homo_ev=-10.545 energy_ev=-29661.101 total_charge=+1 gap_ev=5.196 e_lumo_ev=-5.349
C 5.05062 -3.49583 -3.23433 -0.11
C 4.09000 -2.68534 -2.43396 -0.15
C 4.18062 -1.33996 -2.43450 -0.14
C 3.40886 -0.45069 -1.61728 -0.14
C 3.48285 0.89332 -1.76740 -0.13
C 2.73652 1.97410 -1.06772 -0.10
H 4.80705 -4.56244 -3.20811 0.07
H 5.06258 -3.16466 -4.28185 0.08
H 6.07743 -3.36993 -2.86381 0.08
H 3.33320 -3.21535 -1.85392 0.10
H 4.91145 -0.86682 -3.10826 0.13
H 2.79714 -0.92004 -0.83922 0.08
H 4.21961 1.26039 -2.48940 0.11
H 3.24511 2.92131 -1.29420 0.08
H 1.70125 2.08236 -1.42295 0.06
H 2.70417 1.85188 0.02250 0.07
C -6.38156 0.36983 -1.16644 -0.05
C -4.88365 0.29520 -1.22189 -0.26
C -4.22493 -0.83966 -0.75311 -0.01
C -2.84332 -0.99194 -0.85864 -0.20
C -2.29533 -2.32098 -0.41098 -0.05
C -2.06501 0.05787 -1.38551 -0.11
C -0.54748 -0.07246 -1.53111 -0.29
C -0.16643 -1.04346 -2.65622 -0.02
C 0.17982 -0.40436 -0.19849 -0.13
C 0.28120 0.72171 0.72794 0.12
C 0.39655 0.65363 2.13230 -0.09
C -0.15463 1.73309 2.91507 -0.17
C -0.97410 2.80449 2.26146 -0.02
C 0.04565 1.78557 4.28144 0.02
C 0.74669 0.78493 4.95987 -0.20
C 0.98310 0.91849 6.43123 -0.02
C 1.21063 -0.31380 4.22852 0.02
C 1.03621 -0.42607 2.85435 -0.14
C 1.55058 -1.66881 2.19323 -0.01
C -2.72311 1.22176 -1.84591 -0.21
C -1.96425 2.36207 -2.47764 -0.04
C -4.10970 1.33549 -1.74363 0.00
H -6.73541 1.32762 -1.56564 0.08
H -6.83327 -0.43832 -1.76089 0.09
H -6.75274 0.25778 -0.13689 0.09
H -4.80781 -1.65882 -0.33171 0.13
H -1.38759 -2.61906 -0.94529 0.06
H -2.09422 -2.33242 0.67327 0.09
H -3.05343 -3.09977 -0.59110 0.09
H -0.16509 0.90496 -1.84780 0.10
H -0.70370 -0.78061 -3.57872 0.10
H 0.91090 -1.00749 -2.87114 0.08
H -0.42693 -2.07674 -2.40498 0.07
H -0.29119 -1.26395 0.29378 0.10
H 1.19619 -0.72206 -0.47225 0.10
H 0.13146 1.70522 0.27576 0.12
H -1.32012 3.51937 3.01766 0.09
H -0.39260 3.36873 1.51968 0.10
H -1.86632 2.39347 1.76311 0.11
H -0.34350 2.63869 4.83558 0.14
H 1.53306 0.05561 6.81654 0.09
H 1.56236 1.82283 6.66203 0.11
H 0.03149 0.99859 6.97312 0.10
H 1.74953 -1.10610 4.75685 0.13
H 2.21727 -2.19886 2.88949 0.10
H 0.74023 -2.37135 1.93458 0.11
H 2.13131 -1.44955 1.28778 0.08
H -2.67457 3.11923 -2.83181 0.08
H -1.29446 2.85762 -1.75908 0.08
H -1.36636 2.03397 -3.34057 0.09
H -4.59985 2.24650 -2.10280 0.12

***

2.
87
Properties=species:S:1:pos:R:3:lowdin_charge:R:1 method="wB97M-V/def2-TZVPD" de_lowest_kcal_mol=3.6 e_homo_ev="-15.593 / -15.593" energy_ev=-60659.502 total_charge=+3 gap_ev="8.061 / 4.685" e_lumo_ev="-7.532 / -10.908" s2=0.76 spin_multiplicity=2
Zr -0.35098 0.01721 -0.26502 1.92
C -3.92211 -0.83294 -1.40255 0.00
C -3.35475 0.47391 -1.83858 -0.28
C -3.99089 1.41819 -2.65401 0.03
C -3.11371 2.46401 -2.74995 -0.03
N -1.99573 2.16196 -2.05425 0.01
N -2.15221 0.93457 -1.47282 -0.02
B -0.81395 3.04464 -1.65181 -0.62
N 0.54250 2.39589 -2.07019 0.02
C 1.55360 2.92675 -2.78345 -0.04
C 2.42623 1.93031 -3.15082 0.03
C 1.89647 0.75757 -2.60794 -0.29
C 2.43320 -0.62891 -2.70076 0.00
N 0.76661 1.04844 -1.94255 -0.04
N -0.87620 3.26402 -0.13368 0.03
C -1.18533 4.31359 0.65328 -0.02
C -1.38929 3.86404 1.93513 0.03
C -1.19404 2.48325 1.87802 -0.32
C -1.33181 1.48805 2.98332 -0.01
N -0.87326 2.12531 0.62829 -0.04
N -0.91231 4.35852 -2.50973 0.04
C -0.87066 4.36579 -3.93362 0.02
C -1.00350 5.64641 -4.34475 0.05
C -1.11147 6.40518 -3.15723 -0.18
C -1.25648 7.84317 -2.95302 0.03
N -1.03359 5.54467 -2.04761 0.21
H -5.00838 -0.77321 -1.40683 0.10
H -3.60327 -1.09773 -0.39718 0.07
H -3.62940 -1.62568 -2.09240 0.09
H -4.97263 1.34499 -3.08854 0.13
H -3.23623 3.40779 -3.25494 0.13
H 1.60265 3.98444 -2.98773 0.14
H 3.32391 2.03047 -3.73614 0.13
H 2.85437 -0.79178 -3.69120 0.10
H 1.66127 -1.37308 -2.51698 0.07
H 3.23085 -0.78450 -1.97332 0.10
H -1.24413 5.30804 0.25236 0.11
H -1.66104 4.44917 2.79658 0.13
H -2.25778 1.66867 3.52765 0.11
H -0.52033 1.58497 3.70849 0.09
H -1.36618 0.46181 2.61753 0.05
H -0.75722 3.43945 -4.47470 0.15
H -1.02567 6.01491 -5.35669 0.14
H -1.81890 8.30618 -3.76336 0.11
H -0.25449 8.29865 -2.96998 0.13
H -1.70033 8.06447 -1.98470 0.11
N 1.30536 0.59154 1.44837 0.00
C 1.74578 -0.61899 2.18452 -0.25
C 3.19967 -0.50113 2.69397 -0.12
C 3.53480 -1.02541 4.10160 -0.15
C 3.92269 -2.50020 4.22169 -0.14
N 2.79591 -3.42386 4.24557 0.10
C 2.36024 -4.12146 5.28138 -0.42
N 1.34693 -4.97766 5.09621 0.21
N 2.87081 -3.98682 6.50534 0.22
C 1.52629 -1.77925 1.20876 -0.57
O 1.64401 -2.94004 1.53898 0.09
O 1.19059 -1.39509 0.00657 -0.20
H 2.07145 0.88525 0.84079 0.12
H 1.14154 1.36641 2.08324 0.10
H 1.05651 -0.75920 3.02117 0.16
H 3.43163 0.56653 2.69628 0.12
H 3.88148 -0.94879 1.96420 0.13
H 2.73011 -0.79100 4.80440 0.12
H 4.40355 -0.45890 4.44128 0.12
H 4.52766 -2.65001 5.11402 0.12
H 4.56616 -2.78466 3.38692 0.14
H 2.27384 -3.49365 3.36847 0.12
H 1.07325 -5.23727 4.16368 0.13
H 1.00796 -5.54852 5.85152 0.13
H 3.61066 -3.33790 6.70210 0.12
H 2.61477 -4.62211 7.24224 0.14
O -1.44884 -1.27985 0.91280 -0.29
N -1.59798 -2.53791 0.53763 0.08
N -1.37244 -2.67123 -0.69169 -0.17
O -1.06744 -1.62937 -1.42182 -0.22
C -1.44606 -3.96658 -1.32321 -0.16
C -1.03673 -4.06638 -2.64276 0.00
C -1.10793 -5.30663 -3.25784 -0.04
C -1.58295 -6.40632 -2.55902 -0.04
C -1.99450 -6.27616 -1.23715 -0.04
C -1.93209 -5.04946 -0.60158 0.00
H -0.67498 -3.19957 -3.17412 0.11
H -0.79407 -5.41083 -4.28701 0.12
H -1.64029 -7.37006 -3.04618 0.12
H -2.37608 -7.13453 -0.70206 0.12
H -2.26465 -4.93455 0.41916 0.12

***

3.
84
Properties=species:S:1:pos:R:3:lowdin_charge:R:1 method="wB97M-V/def2-TZVPD" de_lowest_kcal_mol=18.0 e_homo_ev="-3.383 / -3.385" energy_ev=-85407.123 total_charge=-1 gap_ev="5.719 / 5.721" e_lumo_ev="2.336 / 2.337"
Pt 0.35414 -0.40649 -0.19217 0.62
C -0.25919 -3.31120 -3.68392 -0.03
C -1.58824 -3.92678 -3.22768 -0.55
C -1.54980 -5.41980 -3.54644 -0.07
C -2.78549 -3.30706 -3.95648 -0.04
N -1.74565 -3.76418 -1.76026 0.01
C -1.81426 -4.82273 -0.86509 -0.05
C -1.82557 -4.30772 0.37554 -0.06
N -1.78601 -2.93825 0.27479 0.02
B -1.53968 -1.96319 1.44257 -0.73
N -2.86167 -1.51585 2.06528 0.05
C -4.12048 -1.88313 1.62610 -0.06
C -4.98574 -0.91773 1.96235 -0.07
N -4.29333 0.08013 2.65026 0.00
C -2.95997 -0.30712 2.71969 -0.71
S -1.66291 0.42605 3.46482 0.71
C -4.79234 1.48365 2.67765 -0.56
C -4.52465 2.17638 4.01547 -0.06
C -6.30713 1.45608 2.47319 -0.07
C -4.12592 2.23949 1.52245 -0.02
N -0.57116 -2.60213 2.45549 0.03
C -0.79848 -2.78517 3.79899 -0.08
C 0.39296 -2.86826 4.41209 -0.07
N 1.38596 -2.70179 3.44966 0.01
C 0.77178 -2.58639 2.23371 -0.66
S 1.41369 -2.66110 0.65779 0.65
C 2.79445 -2.48308 3.87955 -0.54
C 2.76666 -1.51023 5.06616 -0.04
C 3.67792 -1.85922 2.80324 -0.07
C 3.36307 -3.83864 4.30945 -0.03
C -1.73966 -2.59585 -1.03611 -0.68
S -1.74103 -0.99239 -1.60598 0.67
H -0.08705 -3.54659 -4.73606 0.08
H 0.56144 -3.71543 -3.08758 0.09
H -0.26901 -2.23337 -3.55962 0.04
H -1.43815 -5.53574 -4.62366 0.09
H -2.47332 -5.91890 -3.24671 0.08
H -0.69998 -5.90448 -3.06304 0.09
H -2.65270 -3.41138 -5.03474 0.08
H -2.86890 -2.25155 -3.71478 0.04
H -3.70835 -3.81280 -3.66306 0.09
H -1.81963 -5.85116 -1.17178 0.10
H -1.83941 -4.80020 1.33244 0.13
H -0.99137 -0.95988 1.01898 0.02
H -4.29287 -2.81074 1.10783 0.12
H -6.04873 -0.88035 1.81348 0.10
H -4.93719 1.58573 4.83678 0.09
H -4.99839 3.16075 4.01101 0.08
H -3.46310 2.29902 4.18346 0.03
H -6.79099 0.81372 3.21240 0.09
H -6.57765 1.12149 1.47050 0.08
H -6.68608 2.46939 2.59965 0.08
H -3.04597 2.29371 1.67154 0.07
H -4.51771 3.25605 1.45218 0.09
H -4.31369 1.72200 0.57857 0.09
H -1.79538 -2.81440 4.20180 0.12
H 0.61197 -3.01253 5.45334 0.11
H 2.16619 -0.63461 4.81575 0.10
H 3.78247 -1.18006 5.28244 0.08
H 2.36351 -1.97033 5.96974 0.07
H 3.23695 -0.93631 2.42599 0.07
H 3.83168 -2.53536 1.97012 0.04
H 4.64609 -1.62563 3.25235 0.09
H 2.74062 -4.29242 5.08359 0.08
H 4.37133 -3.70934 4.70624 0.08
H 3.40200 -4.51474 3.45409 0.09
F 5.32826 3.85618 0.00407 0.03
C 4.40687 2.95656 -0.42830 -0.29
C 3.27656 3.40811 -1.07437 -0.02
C 2.35543 2.47937 -1.52948 -0.05
C 2.54528 1.10522 -1.34774 -0.32
C 1.56122 0.12361 -1.82454 -0.25
C 3.70473 0.69737 -0.67432 -0.05
C 4.63203 1.61263 -0.21183 -0.02
H 3.12905 4.47004 -1.22068 0.11
H 1.44956 2.82447 -2.01295 0.11
H 2.00095 -0.82254 -2.13911 0.05
H 0.88456 0.52346 -2.57888 0.05
H 3.85277 -0.35955 -0.48313 0.11
H 5.52038 1.29378 0.31811 0.11
O 0.05285 1.92325 0.63504 -0.12
N 0.98860 1.84714 1.47657 -0.59
O 1.34928 2.82630 2.12969 -0.01
O 1.55194 0.71936 1.62496 -0.15